This record from OMol25 describes 4 unconnected molecules or ions with the total composition C38H63N6O10S4. The level of theory is ωB97M-V/def2-TZVPD.

```
121
Properties=species:S:1:pos:R:3:forces:R:3
C -5.3626 -0.5599 7.2029 1.87 0.46 -4.45
H 2.4225 1.6285 7.7900 -2.44 -1.07 0.33
C 1.8779 0.3859 1.4545 1.86 0.05 0.24
H -2.1297 4.0930 -7.8882 0.03 0.13 -0.05
H -0.0204 5.3302 -7.7855 -0.01 0.10 0.21
H -4.2375 5.0988 -7.1198 0.14 0.11 0.07
H -1.5897 -0.6047 -5.9785 -0.03 0.08 0.18
H -3.9492 -1.0223 -5.4281 0.06 -0.03 0.15
C 3.6096 1.6040 -0.3282 -1.04 -0.10 -0.27
H 0.0788 1.1219 5.3757 -1.17 1.46 -0.64
C -0.9192 5.8115 -7.3965 0.11 0.00 -0.56
O -3.5771 1.4452 1.8455 1.58 -1.41 2.75
H -3.1892 4.1186 0.7898 1.89 -1.21 0.84
C -3.5421 0.2036 2.6335 2.48 -5.17 -1.38
H -0.5896 -7.8651 -3.0470 0.13 -0.01 -0.11
H 5.0247 -0.0128 -2.8953 1.02 0.18 2.42
C -3.2299 -1.0289 -4.6005 -0.06 -0.20 -0.21
H 2.5964 2.6487 1.4381 0.64 -2.23 -0.28
C -1.9686 -0.2689 -5.0082 0.24 -0.24 -0.05
C 5.0076 -5.0542 0.2936 0.97 -3.32 -1.06
C 0.0683 1.9908 7.8067 -4.02 -0.57 5.75
C -2.3185 1.2180 -5.0378 0.59 0.10 -0.37
N 4.9379 -6.3798 -0.4553 1.91 4.40 4.38
H -3.1952 -0.4398 -2.5120 -0.09 0.08 -0.08
O 5.9160 -5.0998 1.4520 -0.92 -4.94 -3.94
C -5.2996 1.1086 4.7967 1.45 -3.85 2.47
H -2.6840 1.5236 -6.0220 -0.06 0.03 0.22
C 5.9433 -1.5408 -1.3692 -0.33 1.26 0.68
H 2.7610 -7.1050 -1.8753 0.07 -0.10 -0.29
H -1.4986 3.8096 4.2104 1.34 -2.24 -0.61
O -2.9281 -0.8585 2.0744 -3.91 6.90 3.49
H 0.3217 2.1628 -0.0263 -0.89 -1.39 1.21
H 6.9686 -1.7101 -1.9293 -2.23 0.10 1.17
S -1.0089 5.5995 -5.6294 0.08 0.62 0.01
O 2.2400 -8.0316 -5.0778 -0.23 0.44 0.25
H 2.2501 4.2379 4.7683 -0.18 -1.86 1.85
C 1.3950 1.0339 7.9176 0.68 -0.23 -1.29
C -0.3888 1.5375 1.9014 1.73 -0.68 -0.11
H 4.1133 -0.5826 0.0942 -0.72 1.23 -2.14
S -3.6434 1.4431 -3.8607 -0.15 -0.24 -0.17
O -3.1457 2.1829 -2.7182 -0.34 0.23 -0.18
H 0.1482 4.8644 5.7156 0.76 -2.30 1.31
C -3.6880 -1.2723 5.0151 -2.52 2.06 1.62
C 0.6282 3.9746 6.3506 1.14 0.90 1.25
H -0.8916 6.8855 -7.6037 0.04 -0.14 0.12
H -2.9172 -2.0233 4.5115 -1.91 1.93 1.15
C 3.9259 0.0894 -0.8740 1.10 0.63 0.65
H 5.3647 -3.5976 -2.2263 -1.48 1.96 1.10
N -1.3760 1.9376 2.9668 0.91 0.15 -2.76
H -3.0302 4.4659 -5.1524 0.12 0.14 0.01
H -1.1798 -0.4475 -4.2674 -0.11 0.02 -0.10
N -0.3365 2.8466 6.6281 1.19 -0.27 -0.35
C -3.3056 5.6505 -6.9617 -0.31 0.14 -0.20
C -2.6820 2.4605 2.4213 -0.68 2.76 -1.27
H -2.5609 1.8847 -0.5236 2.08 1.38 1.43
H 3.9228 1.4240 2.0025 -1.95 0.16 -1.72
C 1.5860 -8.9312 -1.6704 -0.07 -0.10 0.32
O -0.7755 1.9733 8.8701 5.35 0.20 -6.86
C -3.7994 -0.2736 -3.4089 -0.13 -0.50 0.18
H -1.3213 3.2636 -0.8724 -0.71 -1.70 1.71
H 0.9162 0.7501 3.3982 -0.64 0.45 -1.99
N -0.5233 1.6818 0.4074 -0.04 1.63 3.69
S 4.0834 -3.4675 -0.0943 1.17 -1.53 0.00
C -2.7876 5.4603 -5.5371 -0.65 -0.08 0.18
H 2.1688 -9.6638 -1.1034 -0.08 0.16 -0.08
H 4.5204 2.3482 -0.4713 -1.89 -1.67 0.57
H 2.9181 3.7994 6.4788 -1.63 -0.72 -1.60
H 7.1863 -6.9492 2.1349 -1.87 1.29 -1.70
C 2.0686 3.5279 5.7101 0.45 1.29 -0.21
H 0.2264 3.3212 3.6129 -1.99 -1.05 0.95
H 2.1611 2.3934 5.4390 -0.30 2.22 0.39
H 6.1096 0.8249 -1.4857 -1.64 -1.77 -0.55
H -5.6963 2.0373 4.2003 0.86 -2.10 1.34
H -1.3527 4.2033 1.4921 -2.22 -1.32 -0.29
H 1.3894 0.2586 7.0099 -0.08 1.67 1.85
C -4.2698 -1.5798 6.5260 -1.21 3.33 -2.33
C -1.6957 2.5318 -0.0184 -1.82 1.66 -1.25
H -3.3040 3.1069 3.2019 1.75 -1.82 -1.10
C 2.4980 -7.9917 -2.4576 0.40 -0.04 0.52
H 2.4461 -0.4672 2.0632 -1.63 1.71 -1.42
H 3.0133 -0.2686 -1.5150 1.82 0.42 1.40
H -3.0127 -2.0711 -4.3492 -0.07 0.16 -0.04
C -0.7943 2.8703 4.0053 0.93 0.73 1.46
S 1.5765 -7.4987 -3.9065 0.01 0.14 -0.09
H -1.7422 1.5502 5.6032 2.29 0.91 -0.58
C -4.1965 0.0643 4.1512 -0.91 -0.46 2.40
H -3.9106 -2.5481 7.1035 -0.83 2.33 -1.40
C -0.6652 2.0248 5.4032 -1.07 -0.87 0.49
H 6.1093 -1.5065 -0.1875 -0.03 -0.21 -2.62
C -2.2057 5.1866 -7.9154 -0.10 -0.18 -0.16
H 2.7208 2.0304 -0.9894 1.86 -0.69 1.27
N 0.7782 0.9078 2.3545 -2.28 0.87 -0.59
O -4.8363 1.8383 -4.5798 0.38 0.23 0.44
H -3.1773 6.2262 -4.8617 0.23 -0.20 0.02
N 5.8069 -7.2694 0.1644 1.21 5.53 4.78
H 1.4583 0.3861 8.8901 -0.59 1.65 -1.79
C 6.4146 -6.5125 1.3623 -2.46 -0.36 -3.52
H 0.9943 -8.3532 -0.9501 0.07 -0.08 -0.10
H 1.4731 -0.0544 0.4476 0.53 1.01 2.10
H -1.4661 1.8377 -4.7482 -0.27 0.13 -0.07
C -2.2696 3.5109 1.1860 0.33 -1.64 -0.69
O 1.2153 -6.1000 -3.7889 0.23 -0.26 -0.35
C 4.8196 -2.7041 -1.6566 1.67 -0.68 -1.24
H -3.5178 6.7119 -7.1384 0.04 -0.16 0.02
H 3.9163 -2.3145 -2.2910 1.74 -0.87 1.28
O -0.4283 4.3171 -5.2912 0.07 0.20 0.20
H 3.4061 -8.5015 -2.7908 -0.15 0.17 -0.06
C -5.8658 0.7573 6.3258 2.16 -2.20 -1.06
H -0.1707 -10.1294 -2.1709 0.11 0.06 -0.11
H -0.2905 -8.8596 -4.5072 0.12 0.20 0.02
C 0.1362 -8.4933 -3.5720 -0.49 -0.33 0.02
C 0.6497 -9.6067 -2.6712 0.02 -0.29 0.02
O -0.5931 6.8319 -4.9899 0.10 -0.72 0.04
C 3.0339 1.5712 1.2244 0.51 0.65 -0.37
H -5.7593 -0.8243 8.2776 0.75 0.85 -2.47
H -6.6808 1.4467 6.8438 2.00 -1.54 -1.42
H 1.2089 -10.3411 -3.2632 -0.12 0.09 0.04
C 5.3390 -0.0273 -1.7457 -1.07 -1.28 -0.16
H -2.4101 5.4861 -8.9475 0.06 -0.07 0.15
H -4.8449 -0.5137 -3.2079 0.09 0.22 0.04
H 0.8758 4.4684 7.4088 -0.72 -1.05 -2.31
```
Forces are in eV/Å.

Its max |F| is 0.169 hartree/bohr. The total charge is +1. For the frontier orbital gap, the calculation gives 7.6 eV. The value obtained for the LUMO energy is -3.218 eV. For the HOMO energy, the calculation gives -0.3985 Eh.